Record 1
Density functional theory data (the ωB97M-V functional and the def2-TZVPD basis) for C36H24Cl7CsI2N6O as an isolated structure.

The geometry in XYZ format:
```
77
Properties=species:S:1:pos:R:3:mulliken_charge:R:1
Cs -0.87353 -0.31019 -0.53363 0.809
C -1.23154 2.84039 6.74159 -1.524
C -1.02821 1.90868 5.57554 0.622
C -0.33505 0.70315 5.69945 -1.082
C -0.12972 -0.13753 4.62544 -0.285
C -0.59966 0.15547 3.31521 -0.425
N -0.49507 -0.68742 2.26472 -0.195
C 0.53791 -1.57325 2.17681 0.107
C 1.87600 -1.23376 2.49462 -0.319
C 2.94119 -2.08259 2.26674 -1.080
C 2.76420 -3.34438 1.69943 0.416
C 3.92182 -4.25440 1.38321 -1.379
C 1.46428 -3.70910 1.39513 0.031
C 0.38119 -2.87155 1.62720 0.062
N -0.91454 -3.42702 1.33787 0.536
C -1.40816 -4.56180 1.88165 -0.366
C -2.62456 -4.80312 1.29256 -1.011
C -2.78160 -3.74092 0.37883 -0.396
N -1.74622 -2.92115 0.41051 0.169
C -1.30830 1.38368 3.21833 -0.601
C -1.50914 2.21134 4.31061 0.100
N -1.87521 1.83941 1.97302 1.451
C -1.32825 2.74337 1.11908 -0.750
C -2.30626 3.11710 0.23263 -0.255
C -3.43471 2.37983 0.63692 -0.580
N -3.17879 1.62281 1.69438 -0.921
H -1.05306 2.32275 7.68645 0.356
H -2.24998 3.23459 6.76724 0.339
H -0.55366 3.69907 6.70880 0.257
H 0.04375 0.40820 6.67479 0.286
H 0.39445 -1.07363 4.77420 0.377
H 2.05427 -0.24908 2.90996 0.516
H 3.94516 -1.74494 2.50709 0.263
H 4.87118 -3.75395 1.58133 0.355
H 3.91589 -4.54749 0.33090 0.225
H 3.89739 -5.16898 1.98261 0.285
H 1.26995 -4.66980 0.93000 0.433
H -0.85910 -5.08485 2.64570 0.449
H -3.29961 -5.61646 1.49629 0.370
H -3.59841 -3.52827 -0.29256 0.263
H -2.07122 3.12570 4.14498 0.377
H -0.28930 3.01615 1.19868 0.424
H -2.21054 3.78016 -0.60938 0.519
H -4.41754 2.35469 0.19381 0.492
Cl 1.03119 -3.86843 -2.05791 -0.200
C 1.88659 -2.76947 -3.14921 1.183
C 1.24094 -1.63264 -3.57846 -1.910
C 1.98789 -0.79978 -4.38421 1.004
Cl 1.25079 0.69191 -4.97531 -0.205
C 3.30205 -1.06459 -4.76715 -0.470
Cl 4.19845 0.02358 -5.78831 -0.225
C 3.90895 -2.23524 -4.31805 0.641
Cl 5.54195 -2.60910 -4.77970 -0.242
C 3.19623 -3.10082 -3.49502 -0.383
Cl 3.95860 -4.56037 -2.92313 -0.212
Cl -3.61125 2.46937 -4.26637 -0.296
C -2.04973 3.08330 -3.76472 0.580
C -1.59166 4.27690 -4.31823 -0.535
C -0.38747 4.81089 -3.95291 0.622
Cl 0.13410 6.33196 -4.67589 -0.348
C 0.43388 4.14842 -3.01107 0.186
C 1.69808 4.61735 -2.59274 -0.897
C 2.42785 3.89351 -1.69597 -0.805
C 1.89964 2.68340 -1.21253 -0.688
N 0.73010 2.21850 -1.57220 0.662
C -0.02323 2.92872 -2.44978 -0.667
C -1.33472 2.34577 -2.79260 0.234
O -1.73991 1.29790 -2.24574 -0.661
H -2.20645 4.78814 -5.04816 0.420
H 2.07741 5.54645 -2.99858 0.384
H 3.40317 4.22917 -1.36587 0.405
H 2.47166 2.07576 -0.51658 0.504
I -4.67803 -0.86030 -2.00736 -0.058
C -3.78668 -1.57769 -3.81492 -0.934
I -1.62910 -1.70123 -3.75895 0.371
H -4.09074 -0.87568 -4.58288 0.388
H -4.21828 -2.55656 -3.98827 0.436
```

E_HOMO, eV: -2.0
Largest force on an atom, eV/A: 1.8
Charge: -2
LUMO, hartree: 0.1370

---

Record 2
Density functional theory data (the ωB97M-V functional and the def2-TZVPD basis) for C39H34Cl5N6O3PPb as an isolated structure.

The geometry in XYZ format:
```
89
Properties=species:S:1:pos:R:3:mulliken_charge:R:1
Pb 0.49567 0.61357 -0.24206 2.095
O -3.49527 4.89942 -0.28620 -0.644
C -3.23448 5.01557 1.01803 0.320
C -4.13509 5.74088 1.80007 -0.627
C -3.89756 5.94625 3.14326 -0.400
C -2.73755 5.45468 3.73830 -0.921
C -1.85751 4.70962 2.97860 -0.484
C -2.10285 4.43412 1.62867 0.207
C -1.18744 3.53986 0.88359 0.989
O -0.42858 2.67896 1.56941 -0.303
N -1.12996 3.62706 -0.39060 -1.162
N -0.32382 2.75857 -1.13168 0.483
C -0.24721 3.13930 -2.36390 -0.487
C 0.52693 2.57016 -3.42154 0.637
C 0.36557 3.17855 -4.68986 -0.717
C 1.09394 2.80181 -5.78325 -0.801
C 2.06385 1.79538 -5.62494 -0.550
C 2.26048 1.19456 -4.41039 -0.480
C 1.48268 1.51934 -3.26427 0.227
O 1.69201 0.85219 -2.17900 -0.645
H -2.72151 4.43269 -0.68260 0.467
H -5.01585 6.14455 1.31547 0.432
H -4.60978 6.51443 3.73064 0.385
H -2.52564 5.65715 4.78111 0.421
H -0.93150 4.35922 3.41835 0.780
H -0.81060 4.03608 -2.62299 0.338
H -0.36910 3.97334 -4.77859 0.350
H 0.94256 3.28068 -6.74195 0.400
H 2.66351 1.49509 -6.47732 0.403
H 3.01685 0.42763 -4.28695 0.408
N 2.69714 -2.57838 0.53584 0.164
P 1.57277 -2.21451 -0.73250 0.440
C 2.26483 -3.35213 -1.99136 0.235
C 2.70817 -2.83003 -3.20214 -0.230
C 3.24274 -3.66950 -4.17178 -0.524
C 3.34374 -5.03152 -3.93073 -0.470
C 2.91645 -5.55792 -2.71658 -0.754
C 2.37302 -4.72290 -1.75223 -0.572
C 0.12698 -3.17888 -0.14332 0.394
C -0.79367 -3.69739 -1.05742 -0.511
C -1.99550 -4.23162 -0.61830 -0.699
C -2.29347 -4.25607 0.73962 -0.564
C -1.36746 -3.77956 1.65603 -0.585
C -0.16189 -3.24308 1.21695 -0.805
C 3.46545 -1.70541 1.29255 0.325
C 4.44669 -2.21341 2.15791 -0.933
C 5.19878 -1.32815 2.89628 -0.323
C 4.97336 0.04028 2.76664 -0.909
C 3.98566 0.44078 1.89267 -0.291
N 3.24878 -0.40565 1.17145 0.180
H 2.98183 -3.54131 0.61623 0.247
H 2.62549 -1.76203 -3.37694 0.213
H 3.57179 -3.26122 -5.11996 0.434
H 3.75384 -5.68821 -4.68837 0.376
H 2.99327 -6.62223 -2.52717 0.391
H 2.01000 -5.14215 -0.81864 0.347
H -0.56386 -3.67881 -2.11767 0.508
H -2.70507 -4.62049 -1.34052 0.457
H -3.24235 -4.65234 1.08128 0.410
H -1.58693 -3.82143 2.71715 0.429
H 0.56835 -2.88016 1.93222 0.595
H 4.59941 -3.28332 2.23996 0.387
H 5.96233 -1.69579 3.57064 0.404
H 5.54889 0.76420 3.32781 0.399
H 3.75795 1.49609 1.75040 0.447
Cl -0.53030 -1.08736 -3.55930 -0.157
C -1.83556 -0.89086 -2.43286 1.112
C -1.59431 -0.36333 -1.16394 -2.303
C -2.69651 -0.33564 -0.32883 1.280
Cl -2.44965 0.22945 1.30930 0.007
C -3.97165 -0.76385 -0.68637 -0.428
Cl -5.28507 -0.70372 0.42904 -0.204
C -4.17373 -1.25911 -1.96922 0.679
Cl -5.73751 -1.77851 -2.46413 -0.199
C -3.09335 -1.33998 -2.84470 -0.282
Cl -3.32643 -2.01681 -4.41345 -0.188
N -1.64383 1.89115 4.08704 -0.501
C -1.43910 0.60655 4.79350 -0.783
C 0.00944 0.13100 4.70141 -0.741
N 0.41318 -0.40214 3.39978 -0.217
H -2.59532 1.96646 3.74483 0.259
H -0.82595 2.41525 2.43560 0.115
H -1.51615 2.65568 4.73837 0.283
H -2.07653 -0.15170 4.33366 0.287
H -1.72529 0.68413 5.84556 0.413
H 0.16090 -0.65473 5.44612 0.413
H 0.67500 0.95918 4.95691 0.376
H 0.49742 0.33850 2.71703 -0.042
H -0.31005 -1.01604 3.04125 0.088
```

E_HOMO, eV: -7.6
Largest force on an atom, eV/A: 1.0
LUMO, hartree: 0.0010

---

Record 3
Density functional theory data (the ωB97M-V functional and the def2-TZVPD basis) for one molecule with the formula C3H6N4S.

The geometry in XYZ format:
```
14
Properties=species:S:1:pos:R:3:mulliken_charge:R:1
C 0.20411 -0.12410 0.03411 0.321
C 1.57126 -1.07958 -1.61464 -0.599
C -1.76330 1.18297 0.60901 -0.866
N -1.43638 -1.11645 1.12744 -0.748
N 0.82056 0.71613 2.50265 -0.321
N 0.41765 -0.39128 -1.16392 -0.417
N -1.12142 -0.15009 0.50794 0.572
S 1.57783 0.05674 1.45768 0.263
H 1.38841 -2.12516 -1.66212 0.268
H 2.33748 -0.79551 -0.84708 0.265
H 1.66818 -0.71989 -2.68108 0.230
H -2.60155 1.36818 1.29153 0.300
H -1.02640 1.81883 0.82272 0.342
H -2.03642 1.35922 -0.38425 0.389
```

E_HOMO, eV: -8.1
Largest force on an atom, eV/A: 4.1
LUMO, hartree: -0.0436

---

Record 4
Density functional theory data (the ωB97M-V functional and the def2-TZVPD basis) for a 2-piece molecular cluster, C2H7OPS overall.

The geometry in XYZ format:
```
12
Properties=species:S:1:pos:R:3:mulliken_charge:R:1
C -0.44791 0.86130 1.51029 -1.010
C -0.33236 -1.19223 -1.00666 -1.025
O 1.64776 0.57170 -1.36105 -0.522
P 0.02779 0.63797 -1.04060 0.597
S -0.95836 1.74426 -2.28494 -0.359
H -1.53758 0.52846 1.53201 0.315
H 0.36374 0.48583 2.17249 0.312
H -0.45273 1.92545 1.43548 0.344
H 0.48195 -1.68917 -1.56608 0.336
H -0.02190 -1.51485 -0.00129 0.359
H -1.27083 -1.31580 -1.47194 0.330
H 2.15456 -0.19287 -1.09561 0.323
```

E_HOMO, eV: -8.4
Largest force on an atom, eV/A: 3.1
LUMO, hartree: -0.0119

---

Record 5
Density functional theory data (the ωB97M-V functional and the def2-TZVPD basis) for a 2-piece molecular cluster, C2H8Si overall.

The geometry in XYZ format:
```
11
Properties=species:S:1:pos:R:3:mulliken_charge:R:1
C -1.49895 0.32478 -0.46498 -0.928
C -0.30335 -0.44225 0.11716 -0.545
Si 1.53595 0.06894 -0.00027 0.536
H -1.39926 1.45914 -0.33749 0.270
H -1.38679 0.02020 -1.47839 0.322
H -2.36171 0.04900 0.14378 0.294
H -0.66712 -1.55526 0.08665 0.343
H -0.01374 -0.57731 2.08579 0.083
H 2.35445 -0.17224 1.20587 -0.120
H 1.59157 1.50664 -0.29577 -0.130
H 2.14893 -0.68162 -1.06235 -0.125
```

E_HOMO (alpha / beta), eV: -7.1 / -11.2
Largest force on an atom, eV/A: 3.6
LUMO (alpha / beta), hartree: 0.0428 / -0.0566
Multiplicity: 3

---

Record 6
Density functional theory data (the ωB97M-V functional and the def2-TZVPD basis) for a 2-piece molecular cluster, C5H10 overall.

The geometry in XYZ format:
```
15
Properties=species:S:1:pos:R:3:mulliken_charge:R:1
C -1.77344 0.32955 0.51573 -0.793
C -1.12323 -0.76268 0.90712 0.101
C -0.40916 -1.70887 -0.01308 -1.009
H -1.81901 0.61193 -0.53491 0.286
H -2.28497 0.97847 1.22168 0.246
H -1.10224 -1.01309 1.96869 0.304
H -0.92589 -2.67593 -0.05382 0.329
H 0.61287 -1.90330 0.33396 0.251
H -0.34710 -1.30350 -1.02756 0.288
C 1.15384 1.63522 -0.90925 -0.480
C 1.89049 0.81478 -0.16993 -0.506
H 1.40854 1.86835 -1.94004 0.237
H 0.25805 2.10233 -0.50753 0.247
H 1.61796 0.58410 0.85755 0.269
H 2.78593 0.33666 -0.55924 0.230
```

E_HOMO, eV: -9.6
Structure (SMILES): C=CC.C=C
Largest force on an atom, eV/A: 0.2
LUMO, hartree: 0.0471

---

Record 7
Density functional theory data (the ωB97M-V functional and the def2-TZVPD basis) for one molecule with the formula C4H12N3.

The geometry in XYZ format:
```
19
Properties=species:S:1:pos:R:3:mulliken_charge:R:1
C -0.21236 -0.61169 -1.84409 -0.789
C -0.43653 -1.09353 -0.39735 -0.738
C -0.07253 -0.15805 0.71804 -0.033
C 0.77392 -0.59376 1.66467 -0.372
N 1.42919 0.14919 2.64674 -0.451
N -0.50469 1.30556 0.47297 -0.348
N -0.80305 0.58416 -2.34932 -0.470
H 0.82734 -0.60557 -1.86189 0.384
H -0.38915 -1.45885 -2.47953 0.439
H -1.47338 -1.40397 -0.05858 0.242
H 0.16582 -2.04807 -0.20464 0.275
H 1.16922 -1.71637 1.71817 0.135
H 1.42073 0.13353 3.65328 0.130
H 1.90596 1.03640 2.37566 0.139
H -0.51059 1.89489 1.37545 0.363
H 0.18054 1.64500 -0.21546 0.300
H -1.60281 1.13287 0.04596 0.372
H -1.70640 0.44981 -2.82786 0.215
H -0.16122 1.35845 -2.43223 0.209
```

E_HOMO (alpha / beta), eV: -2.6 / -7.1
Largest force on an atom, eV/A: 6.1
LUMO (alpha / beta), hartree: 0.0155 / 0.0111
Multiplicity: 2

---

Record 8
Density functional theory data (the ωB97M-V functional and the def2-TZVPD basis) for C3H6ClIO as an isolated structure.

The geometry in XYZ format:
```
12
Properties=species:S:1:pos:R:3:mulliken_charge:R:1
C -1.37412 0.31160 0.27075 -0.887
C -0.10639 -0.11270 1.11104 -0.622
C 1.00040 -0.75769 0.32548 0.075
O 1.12781 0.32828 -2.41220 -0.665
Cl 1.25609 -2.41264 0.29086 -0.149
I 2.36639 0.49756 -0.56888 0.402
H -1.92053 0.83732 1.00762 0.363
H -1.00930 0.98362 -0.44519 0.257
H -1.75491 -0.58113 -0.34224 0.293
H 0.28003 0.73867 1.66039 0.358
H -0.46685 -0.86894 1.85779 0.319
H 0.60139 1.03604 -2.75540 0.256
```

E_HOMO (alpha / beta), eV: -8.2 / -8.1
Largest force on an atom, eV/A: 3.2
LUMO (alpha / beta), hartree: -0.0142 / -0.0308